A cluster of 2 separate species, C4H6S in total in a non-equilibrium geometry. Source: OMol25; level of theory: the ωB97M-V functional and the def2-TZVPD basis.

Each atom is followed by the atoms it is bonded to, with distances in Å.
Atoms and positions in Å:
1 C 0.73 -2.09 0.19  C2 1.226, H6 1.110
2 C 0.07 -1.06 0.16  C1 1.226, C4 1.367
3 C 0.52 1.23 0.83  C4 1.479, H7 1.056, H8 1.046, H9 1.081
4 C -0.41 0.22 0.28  C2 1.367, C3 1.479, H10 1.128
5 S -0.83 -0.34 -2.68  H11 1.390
6 H 1.23 -3.04 -0.10  C1 1.110
7 H 1.44 0.72 0.93  C3 1.056
8 H 0.01 1.55 1.69  C3 1.046
9 H 0.57 2.11 0.21  C3 1.081
10 H -1.51 0.31 0.52  C4 1.128
11 H -1.81 0.40 -2.03  S5 1.390

Summary:
orbital gap: 5.597 eV
multiplicity: 1
LUMO: -0.085 Ha

natural (NBO) population analysis, charges in e, atoms 1 to 5: -0.1346 -0.1178 -0.6718 0.0239 -0.4446